A structure of composition C22H37MnO2Si at a distorted geometry. Source: OMol25; level of theory: ωB97M-V with the def2-TZVPD basis set.

Calculated values
Expectation value of S² = 6.061
HOMO level (spin up / spin down) = -5.589 / -7.083 eV
Multiplicity = 5
Total energy = -2451.2149 a.u.
Gap between HOMO and LUMO (spin up / spin down) = 6.23 / 7.39 eV

Each line ends with the natural charge from an NBO analysis.
Geometry (Å):
O: 0.39458 -3.05534 -3.65052  -0.600
C: 0.83357 -4.43349 -3.31759  -0.056
C: 0.31059 -5.08822 -4.56764  -0.473
H: 0.31957 -4.87696 -2.45559  0.195
H: 1.92887 -4.45183 -3.22562  0.184
C: 0.01739 -3.63258 -4.96883  0.289
H: -0.57462 -5.70908 -4.37258  0.213
H: 1.07640 -5.60869 -5.12218  0.214
C: -1.42693 -3.36411 -5.32293  -0.625
H: -2.10066 -3.66756 -4.50620  0.219
H: -1.68258 -3.92980 -6.23505  0.219
H: -1.55151 -2.29703 -5.54310  0.214
C: 0.97318 -3.15263 -6.05042  -0.626
H: 2.01666 -3.30684 -5.74849  0.216
H: 0.81316 -2.07482 -6.22989  0.215
H: 0.76275 -3.69005 -6.98647  0.215
Mn: 0.49428 -0.73880 -2.16293  0.729
C: 1.73733 0.71771 -1.24135  -0.290
C: 1.54304 -0.33552 -0.30066  -0.296
C: 2.00283 -1.54551 -0.90827  -0.317
H: 1.24527 -0.25447 0.75294  0.237
C: 2.54990 -1.23078 -2.19869  -0.334
C: 2.32949 0.17018 -2.44549  -0.319
H: 2.60719 0.71578 -3.34677  0.234
H: 1.56587 1.77457 -1.03113  0.236
H: 2.07118 -2.51549 -0.42658  0.236
H: 3.10819 -1.90897 -2.82447  0.235
C: -0.76043 0.95955 -1.77480  -0.301
C: -0.38127 0.87373 -3.17769  -0.295
C: -0.94756 -0.33229 -3.69526  -0.324
H: 0.14322 1.62409 -3.75424  0.235
C: -1.54435 -1.05760 -2.61039  -0.276
C: -1.41885 -0.26367 -1.40906  -0.334
H: -1.89345 -0.49623 -0.44224  0.237
H: -0.66456 1.82030 -1.11385  0.235
H: -1.00020 -0.59606 -4.74175  0.227
H: -2.09117 -1.99293 -2.71208  0.230
O: -2.00476 -5.27325 -0.55438  -0.545
C: -1.50704 -3.97206 -0.98750  -0.081
C: -0.08122 -3.78741 -0.44149  -0.465
H: -2.22149 -3.16332 -0.73556  0.189
H: -1.50872 -3.98332 -2.09942  0.170
C: 0.33466 -5.17017 0.09198  -0.446
H: -0.10538 -3.01928 0.40319  0.193
H: 0.56593 -3.46185 -1.24484  0.240
C: -0.95113 -5.96330 0.14012  -0.069
H: 0.79118 -5.07825 1.07400  0.216
H: 1.08643 -5.63237 -0.55451  0.205
H: -1.29336 -6.05415 1.17199  0.170
H: -0.81295 -6.96257 -0.27768  0.179
C: -2.64270 -2.68320 2.13684  -1.153
Si: -0.94687 -1.91718 2.01590  1.343
C: -1.11751 -0.05588 2.30672  -1.135
C: 0.25469 -2.60237 3.26735  -1.149
H: -3.32986 -2.20374 1.42919  0.243
H: -2.98842 -2.42255 3.14323  0.231
H: -2.71030 -3.76842 1.98986  0.251
H: -1.35518 0.06128 3.37492  0.228
H: -0.21454 0.53414 2.10853  0.237
H: -1.95260 0.37442 1.74163  0.237
H: -0.26652 -2.63965 4.23712  0.232
H: 0.60163 -3.61536 3.00946  0.236
H: 1.13445 -1.94806 3.34333  0.243